C5H10N2O as an isolated structure at a distorted geometry. Source: the OMol25 dataset; level of theory: the ωB97M-V functional and the def2-TZVPD basis.

- multiplicity = 1
- HOMO-LUMO gap (Eh) = 0.3440
- lowest unoccupied orbital energy (eV) = 0.9
- energy (Eh) = -381.11688
- largest force on an atom (Eh/bohr) = 0.0214
- highest occupied orbital energy (eV) = -8.494
- relative energy (zero: lowest compared OMol25 entry of this formula, charge and spin) (kJ/mol) = 442.5

XYZ file:
```
18
C5H10N2O, DFT the ωB97M-V functional and the def2-TZVPD basis
C -0.121 0.394 0.076
C 0.240 0.740 1.479
C 0.263 -0.712 1.053
C -1.558 0.534 -0.378
N 0.855 -1.308 -1.996
C 1.259 -0.030 -1.901
O -0.783 1.196 2.324
N 0.842 0.807 -0.946
H -0.615 0.858 3.210
H 1.200 1.232 1.615
H 1.249 -1.898 -2.708
H 0.126 -1.695 -1.409
H 1.225 -1.197 0.948
H -0.536 -1.342 1.425
H 2.100 0.688 -1.308
H -1.768 -0.133 -1.216
H -2.241 0.307 0.440
H -1.739 1.557 -0.707
```

---

A 3-piece molecular cluster, C5H10N2O overall at a distorted geometry. Source: the OMol25 dataset; level of theory: the ωB97M-V functional and the def2-TZVPD basis.

- multiplicity = 1
- HOMO-LUMO gap (Eh) = 0.2952
- structure (SMILES) = CN=C=O.C=C.C=N
- lowest unoccupied orbital energy (eV) = -1.1
- energy (Eh) = -381.09167
- largest force on an atom (Eh/bohr) = 0.1029
- highest occupied orbital energy (eV) = -9.113
- relative energy (zero: lowest compared OMol25 entry of this formula, charge and spin) (kJ/mol) = 508.7

XYZ file:
```
18
C5H10N2O, DFT the ωB97M-V functional and the def2-TZVPD basis
C 0.356 -0.599 2.290
N -0.256 0.219 1.290
C -1.460 0.209 0.935
O -2.584 0.012 1.292
H 1.139 -0.028 2.790
H -0.377 -0.947 3.020
H 0.818 -1.472 1.821
C -1.664 0.762 -1.071
C -0.627 0.456 -1.952
H -1.790 1.815 -0.833
H -2.608 0.255 -1.224
H 0.097 1.222 -2.212
H -0.784 -0.284 -2.729
C 2.344 -0.269 -0.570
N 1.294 -0.950 -0.571
H 2.407 0.796 -0.816
H 3.283 -0.787 -0.380
H 0.413 -0.409 -1.078
```

---

A 2-piece molecular cluster, C5H10N2O overall at a distorted geometry. Source: the OMol25 dataset; level of theory: the ωB97M-V functional and the def2-TZVPD basis.

- multiplicity = 2
- HOMO-LUMO gap (alpha / beta) (Eh) = 0.3399 / 0.1941
- lowest unoccupied orbital energy (alpha / beta) (eV) = -4.1 / -8.1
- energy (Eh) = -380.92972
- largest force on an atom (Eh/bohr) = 0.0460
- highest occupied orbital energy (alpha / beta) (eV) = -13.399 / -13.399
- relative energy (zero: lowest compared OMol25 entry of this formula, charge and spin) (kJ/mol) = 131.3
- total charge = +1

XYZ file:
```
18
C5H10N2O, DFT the ωB97M-V functional and the def2-TZVPD basis
C 2.457 0.253 0.884
O 2.473 1.689 0.906
H 1.589 1.967 0.783
H 1.549 -0.124 0.425
H 2.775 -0.188 1.829
H 3.348 -0.021 0.293
C -1.485 1.476 -1.066
C -1.305 -0.516 0.675
C -1.224 0.104 -0.627
C -0.629 -1.932 -0.899
N -0.983 -1.785 0.460
N -0.846 -0.821 -1.539
H -1.764 -0.174 1.591
H -0.866 -2.440 1.225
H -2.246 1.329 -1.849
H -0.667 2.015 -1.539
H -0.242 -2.847 -1.318
H -1.934 2.015 -0.233
```

---

One molecule with the formula C5H10N2O2 at a distorted geometry. Source: the OMol25 dataset; level of theory: the ωB97M-V functional and the def2-TZVPD basis.

- multiplicity = 1
- HOMO-LUMO gap (Eh) = 0.2972
- structure (SMILES) = C=C(N)NC(=C)C(O)O
- lowest unoccupied orbital energy (eV) = 0.6
- energy (Eh) = -456.42601
- largest force on an atom (Eh/bohr) = 0.0756
- highest occupied orbital energy (eV) = -7.507
- relative energy (zero: lowest compared OMol25 entry of this formula, charge and spin) (kJ/mol) = 336.6

XYZ file:
```
19
C5H10N2O2, DFT the ωB97M-V functional and the def2-TZVPD basis
C -0.686 -1.780 2.079
C -0.866 -1.346 0.825
N -1.738 -1.928 -0.074
N -0.254 -0.147 0.435
C -0.063 0.441 -0.754
C -0.217 0.108 -2.029
C 0.888 1.866 -0.376
O 2.193 1.538 -0.781
O 0.906 2.456 0.912
H -1.176 -2.668 2.435
H -0.021 -1.272 2.754
H -1.981 -2.886 0.120
H -1.600 -1.715 -1.045
H 0.320 0.412 1.106
H -0.258 -0.913 -2.371
H -0.173 0.866 -2.792
H 0.472 2.658 -1.015
H 2.713 2.347 -0.880
H 1.541 1.963 1.450
```

---

One molecule with the formula C5H10N2O2 at a distorted geometry. Source: the OMol25 dataset; level of theory: the ωB97M-V functional and the def2-TZVPD basis.

- multiplicity = 1
- HOMO-LUMO gap (Eh) = 0.2983
- structure (SMILES) = C/C(N)=C/C(O)=C(\N)O
- lowest unoccupied orbital energy (eV) = 0.8
- energy (Eh) = -456.44270
- largest force on an atom (Eh/bohr) = 0.0325
- highest occupied orbital energy (eV) = -7.365
- relative energy (zero: lowest compared OMol25 entry of this formula, charge and spin) (kJ/mol) = 292.7

XYZ file:
```
19
C5H10N2O2, DFT the ωB97M-V functional and the def2-TZVPD basis
C 0.724 -2.493 -0.864
C 0.337 -1.166 -0.269
N 0.529 -0.960 1.045
C -0.111 -0.129 -1.085
C -0.207 1.200 -0.616
O 0.035 2.237 -1.471
C -0.328 1.497 0.761
N -1.510 1.059 1.444
O 0.112 2.744 1.197
H 1.796 -2.666 -0.737
H 0.196 -3.306 -0.362
H 0.495 -2.538 -1.928
H 1.199 -1.598 1.463
H 0.498 0.272 1.180
H -0.185 -0.308 -2.149
H 0.418 1.895 -2.288
H -1.291 0.613 2.330
H -2.037 0.393 0.896
H -0.667 3.254 1.455
```

---

One molecule with the formula C5H10N2O2 at a distorted geometry. Source: the OMol25 dataset; level of theory: the ωB97M-V functional and the def2-TZVPD basis.

- multiplicity = 1
- HOMO-LUMO gap (Eh) = 0.3668
- structure (SMILES) = C[C@@H]1COCCN1N=O
- lowest unoccupied orbital energy (eV) = 0.8
- energy (Eh) = -456.37105
- largest force on an atom (Eh/bohr) = 0.0511
- highest occupied orbital energy (eV) = -9.180
- relative energy (zero: lowest compared OMol25 entry of this formula, charge and spin) (kJ/mol) = 480.9

XYZ file:
```
19
C5H10N2O2, DFT the ωB97M-V functional and the def2-TZVPD basis
C 1.969 0.969 -0.700
C 0.773 0.045 -0.221
C -0.057 -0.446 -1.410
O -1.274 -1.007 -1.028
C -1.216 -1.531 0.290
C -1.418 -0.246 1.177
N -0.244 0.588 0.754
N -0.077 1.852 1.187
O -0.829 2.148 2.143
H 2.524 1.574 0.006
H 1.362 1.721 -1.305
H 2.706 0.353 -1.313
H 1.272 -0.818 0.245
H 0.564 -1.191 -1.882
H -0.166 0.453 -2.018
H -1.998 -2.288 0.594
H -0.183 -2.093 0.431
H -1.486 -0.476 2.296
H -2.221 0.392 0.754
```

---

One molecule with the formula C5H10N2O2 at a distorted geometry. Source: the OMol25 dataset; level of theory: the ωB97M-V functional and the def2-TZVPD basis.

- multiplicity = 1
- HOMO-LUMO gap (Eh) = 0.2584
- lowest unoccupied orbital energy (eV) = 0.4
- energy (Eh) = -456.33393
- largest force on an atom (Eh/bohr) = 0.0991
- highest occupied orbital energy (eV) = -6.615
- relative energy (zero: lowest compared OMol25 entry of this formula, charge and spin) (kJ/mol) = 578.3

XYZ file:
```
19
C5H10N2O2, DFT the ωB97M-V functional and the def2-TZVPD basis
C -1.797 0.885 -0.092
C -1.867 0.663 -1.375
C 0.812 -0.482 -0.224
C 1.587 1.778 0.332
C -0.314 -2.106 1.110
N -0.636 1.106 0.588
N 0.584 0.698 0.203
O 1.902 -0.853 -0.906
O -0.183 -1.433 -0.121
H -2.706 1.081 0.448
H -0.914 0.626 -1.959
H -2.711 0.453 -2.010
H 1.353 2.290 1.259
H 2.519 1.321 0.377
H 1.516 2.574 -0.539
H -0.989 -1.613 1.660
H 0.615 -2.028 1.692
H -0.466 -3.253 0.827
H 1.694 -1.709 -1.271
```

---

A 2-piece molecular cluster, C5H10N2O2 overall at a distorted geometry. Source: the OMol25 dataset; level of theory: the ωB97M-V functional and the def2-TZVPD basis.

- multiplicity = 1
- HOMO-LUMO gap (Eh) = 0.3420
- structure (SMILES) = [O-]/[NH+]=N\O.C=C/C=C/C
- lowest unoccupied orbital energy (eV) = 0.6
- energy (Eh) = -456.26362
- largest force on an atom (Eh/bohr) = 0.0799
- highest occupied orbital energy (eV) = -8.686
- relative energy (zero: lowest compared OMol25 entry of this formula, charge and spin) (kJ/mol) = 762.9

XYZ file:
```
19
C5H10N2O2, DFT the ωB97M-V functional and the def2-TZVPD basis
O 3.332 -0.031 -0.867
N 2.213 -0.314 -0.411
N 1.466 0.402 0.341
O 1.970 1.513 0.895
H 1.553 -1.117 -0.641
H 1.201 1.781 1.467
C 0.095 -2.527 0.760
C -0.558 -1.639 -0.010
C -0.855 -0.213 0.171
C -1.282 0.538 -0.827
C -1.648 1.932 -0.458
H 0.224 -3.558 0.608
H 0.532 -2.264 1.829
H -0.884 -2.025 -0.944
H -0.735 0.136 1.114
H -1.329 0.214 -1.923
H -1.457 2.749 -1.300
H -2.718 2.245 -0.317
H -1.120 2.179 0.514
```

---

C5H10N2O2S as an isolated structure at a distorted geometry. Source: the OMol25 dataset; level of theory: the ωB97M-V functional and the def2-TZVPD basis.

- multiplicity = 1
- HOMO-LUMO gap (Eh) = 0.3517
- lowest unoccupied orbital energy (eV) = 0.8
- energy (Eh) = -854.54705
- largest force on an atom (Eh/bohr) = 0.0775
- highest occupied orbital energy (eV) = -8.760
- relative energy (zero: lowest compared OMol25 entry of this formula, charge and spin) (kJ/mol) = 314.6

XYZ file:
```
20
C5H10N2O2S, DFT the ωB97M-V functional and the def2-TZVPD basis
C 0.764 -0.766 -1.267
C 1.032 -1.609 -2.218
C -0.164 0.207 0.761
C 0.490 -0.667 1.815
C -0.973 1.358 1.306
N -0.831 -0.613 -0.219
N -1.791 0.029 -0.939
O 2.525 0.841 0.112
O 0.715 1.832 -1.256
S 1.189 0.761 -0.411
H 1.946 -1.559 -2.792
H 0.361 -2.420 -2.454
H 1.556 -0.747 1.616
H 0.054 -1.663 1.790
H 0.355 -0.245 2.805
H -1.125 2.120 0.545
H -0.447 1.823 2.134
H -1.942 0.998 1.643
H -2.206 -0.599 -1.615
H -1.509 0.917 -1.356
```

---

One molecule with the formula C5H10N2O3. Source: the OMol25 dataset; level of theory: the ωB97M-V functional and the def2-TZVPD basis.

- multiplicity = 1
- HOMO-LUMO gap (Eh) = 0.3737
- structure (SMILES) = CCOC(=O)CN(C)N=O
- lowest unoccupied orbital energy (eV) = 0.8
- energy (Eh) = -531.68920
- largest force on an atom (Eh/bohr) = 0.0105
- highest occupied orbital energy (eV) = -9.399
- relative energy (zero: lowest compared OMol25 entry of this formula, charge and spin) (kJ/mol) = 304.1

XYZ file:
```
20
C5H10N2O3, DFT the ωB97M-V functional and the def2-TZVPD basis
C 2.276 0.178 1.962
C 0.770 -0.013 1.987
O 0.215 0.052 0.655
C 0.314 -1.064 -0.071
O 0.803 -2.100 0.315
C -0.243 -0.903 -1.477
N -1.016 0.286 -1.709
C -2.300 0.508 -1.070
N -0.420 1.269 -2.379
O -1.076 2.295 -2.434
H 2.763 -0.667 1.471
H 2.556 1.092 1.430
H 2.655 0.235 2.989
H 0.269 0.798 2.519
H 0.509 -0.975 2.431
H -0.812 -1.804 -1.706
H 0.615 -0.878 -2.162
H -2.219 1.265 -0.284
H -2.642 -0.435 -0.643
H -3.017 0.860 -1.824
```

---

A 2-piece molecular cluster, C5H10N2O3 overall at a distorted geometry. Source: the OMol25 dataset; level of theory: the ωB97M-V functional and the def2-TZVPD basis.

- multiplicity = 1
- HOMO-LUMO gap (Eh) = 0.2933
- structure (SMILES) = [H]/N=C/C(=C)O.NC=C(O)O
- lowest unoccupied orbital energy (eV) = 0.7
- energy (Eh) = -531.67645
- largest force on an atom (Eh/bohr) = 0.0359
- highest occupied orbital energy (eV) = -7.310
- relative energy (zero: lowest compared OMol25 entry of this formula, charge and spin) (kJ/mol) = 337.6

XYZ file:
```
20
C5H10N2O3, DFT the ωB97M-V functional and the def2-TZVPD basis
H 1.512 2.980 0.178
N 1.181 2.193 -0.372
C 0.084 1.677 -0.005
C -0.506 0.614 -0.883
C -1.842 0.486 -0.965
O 0.339 0.116 -1.828
H -0.573 2.048 0.788
H -2.481 0.920 -0.218
H -2.293 -0.084 -1.757
H 1.160 0.634 -1.739
N 1.686 -0.449 1.570
C 1.096 -1.267 0.609
C -0.233 -1.448 0.493
O -1.129 -1.019 1.440
O -0.792 -2.303 -0.425
H 0.976 0.098 2.054
H 2.394 0.175 1.190
H 1.762 -1.717 -0.108
H -1.956 -1.487 1.271
H -0.386 -2.167 -1.292
```

---

A 2-piece molecular cluster, C5H10N2O8 overall at a distorted geometry. Source: the OMol25 dataset; level of theory: the ωB97M-V functional and the def2-TZVPD basis.

- multiplicity = 1
- HOMO-LUMO gap (alpha / beta) (Eh) = 0.2686 / 0.2590
- lowest unoccupied orbital energy (alpha / beta) (eV) = -2.3 / -2.7
- energy (Eh) = -907.53976
- largest force on an atom (Eh/bohr) = 0.1070
- highest occupied orbital energy (alpha / beta) (eV) = -9.658 / -9.729
- relative energy (zero: lowest compared OMol25 entry of this formula, charge and spin) (kJ/mol) = 378.6

XYZ file:
```
25
C5H10N2O8, DFT the ωB97M-V functional and the def2-TZVPD basis
H -1.952 1.738 -0.014
C -0.911 2.119 0.014
C -0.011 1.065 -0.725
C -0.668 0.534 -1.985
C -0.027 -0.278 0.310
H 0.721 -0.939 -0.199
C 0.560 0.061 1.737
O 0.883 -1.132 2.321
O -1.218 -0.719 0.257
O -1.615 -2.963 2.336
N -1.366 -2.736 1.113
O -2.109 -2.973 0.171
O 1.256 1.562 -0.816
N 2.383 0.510 -1.370
O 3.475 1.031 -1.328
O 1.973 -0.577 -1.707
O -0.821 3.366 -0.614
H -0.590 2.197 1.072
H -1.663 0.181 -1.697
H -0.744 1.300 -2.768
H -0.140 -0.373 -2.289
H 1.472 0.680 1.584
H -0.179 0.621 2.355
H 0.094 -1.717 2.240
H -1.425 3.986 -0.168
```

---

One molecule with the formula C5H10N2OS at a distorted geometry. Source: the OMol25 dataset; level of theory: the ωB97M-V functional and the def2-TZVPD basis.

- multiplicity = 1
- HOMO-LUMO gap (Eh) = 0.3455
- lowest unoccupied orbital energy (eV) = 0.5
- energy (Eh) = -779.33441
- largest force on an atom (Eh/bohr) = 0.0707
- highest occupied orbital energy (eV) = -8.910
- relative energy (zero: lowest compared OMol25 entry of this formula, charge and spin) (kJ/mol) = 197.6

XYZ file:
```
19
C5H10N2OS, DFT the ωB97M-V functional and the def2-TZVPD basis
C -0.615 -2.250 0.100
C -2.042 -1.777 0.354
C 0.237 -0.962 0.751
C 1.356 2.662 -0.911
C 1.241 1.519 0.089
N -1.954 -0.553 1.149
N -0.799 -0.241 1.367
O -0.103 0.293 -1.684
S 0.961 -0.093 -0.775
H -0.243 -3.092 0.607
H -0.215 -2.229 -0.875
H -2.636 -1.422 -0.515
H -2.777 -2.417 0.799
H 1.139 -1.198 1.338
H 0.574 2.635 -1.662
H 1.072 3.594 -0.503
H 2.375 2.695 -1.225
H 0.324 1.373 0.748
H 2.103 1.463 0.848
```